Here is C3H9NOS in the gas phase from OMol25. Energies are from ωB97M-V/def2-TZVPD.

The value obtained for the lowest unoccupied orbital energy is 0.8 eV. The charge is 0. The frontier orbital gap comes out at 0.3599 Ha. The highest occupied orbital energy comes out at -8.97 eV. The calculation puts the molecular weight at 107.18 u. Its energy relative to the best compared isomer or geometry (same formula, charge and spin) is 38.0 kcal per mole. The SMILES is OCNCCS. As for the total energy: -17628.556 eV.

Last column: Löwdin charge in e.
Positions of all 15 atoms, in Å:
O 2.25 -0.61 1.05  -0.055
C 0.97 -0.85 1.59  -0.288
N -0.07 -0.72 0.58  -0.083
C -0.03 0.23 -0.55  -0.305
C -1.45 0.81 -0.65  -0.543
S -1.73 1.43 -2.35  0.670
H 2.19 -0.57 0.09  0.064
H 0.72 -0.17 2.42  0.110
H 0.94 -1.80 2.14  0.112
H -0.50 -1.61 0.36  0.106
H 0.43 -0.31 -1.39  0.114
H 0.58 1.05 -0.21  0.118
H -1.68 1.62 0.04  0.067
H -2.20 -0.04 -0.57  0.077
H -0.42 1.54 -2.57  -0.165